Below is a molecular structure, C3HNiO3, with properties calculated with wB97M-V/def2-TZVPD.

Cartesian coordinates (Å):
1 H 0.52260 1.39840 1.45875
2 O 1.01914 2.00959 -1.50763
3 C 0.52044 1.48319 -0.59083
4 C 0.12043 0.93594 0.55131
5 O -0.61909 -0.19280 0.68054
6 C -0.91983 -1.79831 -0.22686
7 O -1.45309 -1.92296 -1.28793
8 Ni 0.80939 -1.91305 0.92266

Atomic forces in eV per Å
-0.1846 0.0077 -0.3096
-0.6435 -0.3171 0.3279
0.7437 0.3528 -0.0678
0.3385 0.0845 -0.1567
0.4632 -0.2133 0.5643
-1.5895 -2.2123 -5.1359
2.0672 1.3060 4.8630
-1.1950 0.9918 -0.0852

Computed properties:
2S+1	4
total energy	-1848.7253	Ha
relative energy (zero: lowest compared OMol25 entry of this formula, charge and spin)	0.000	eV
molecular weight	143.73	u
HOMO level (spin up / spin down)	-7.728 / -8.176	eV
Kohn-Sham gap (spin up / spin down)	0.275 / 0.235	Ha

Mulliken atomic charge list, values in e, 4 entries: number 1, H, carries 0.341; number 2, O, carries -0.357; number 3, C, carries 0.761; number 4, C, carries -0.501